## one
Formula: C4H8NOS
Source: OMol25
Level of theory: ωB97M-V with the def2-TZVPD basis set

Structure (XYZ):
```
15
C4H8NOS ωB97M-V with the def2-TZVPD basis set
O -2.45956 2.01481 0.38732
C -1.76086 1.03227 0.18054
N -0.54960 1.09361 -0.41159
C 0.50900 0.07822 -0.37260
C -0.04630 -1.32336 -0.71411
S 1.22701 -2.47889 -1.28070
C 1.20687 0.01322 0.99040
H -2.13109 0.00316 0.29343
H -0.25263 2.03208 -0.63185
H 1.26148 0.34241 -1.11254
H -0.78799 -1.22452 -1.51068
H -0.56730 -1.62489 0.20575
H 2.15455 0.56957 0.95353
H 0.61718 0.44835 1.79817
H 1.57923 -0.97606 1.22493
```

Its HOMO energy is -0.098 Ha. Its molar mass is 118.18 g mol⁻¹. As for the structure (SMILES): C[C@@H](C[S-])NC=O. The charge is -1.

These are the Löwdin partial charges, in e, on atoms 1 to 4:
1. O -0.037
2. C -0.381
3. N 0.044
4. C -0.465

## two
Formula: C4H8NOS
Source: OMol25
Level of theory: ωB97M-V with the def2-TZVPD basis set

Structure (XYZ):
```
15
C4H8NOS ωB97M-V with the def2-TZVPD basis set
C -0.93081 0.79929 -0.65554
C 0.39058 0.96088 -1.53973
S 1.13941 -0.60723 -2.20721
C -1.03459 0.05325 0.66957
N -0.26853 -1.14370 0.67484
C 0.81076 -1.12410 1.51630
O -1.77754 0.37030 1.66683
H -1.65218 0.36178 -1.34972
H -1.37084 1.82093 -0.40969
H 1.02305 1.57669 -0.88336
H 0.20723 1.72440 -2.35646
H 0.10471 -1.22610 -0.30998
H 1.38394 -2.04930 1.28667
H 1.46043 -0.32406 1.26450
H 0.51437 -1.19303 2.63299
```

Its HOMO energy is -0.115 Ha. Its molar mass is 118.18 g mol⁻¹. As for the structure (SMILES): CNC(=O)CC[S-]. The charge is -1.

These are the Löwdin partial charges, in e, on atoms 1 to 4:
1. C -0.209
2. C -0.725
3. S 0.139
4. C -0.429

Q: Which of them is the most stable? A: one.

## one
Formula: C5H10N2O
Source: OMol25
Level of theory: ωB97M-V with the def2-TZVPD basis set

Structure (XYZ):
```
18
C5H10N2O ωB97M-V with the def2-TZVPD basis set
C 0.62751 -1.13409 1.13195
C -0.70884 -0.91084 1.21534
C 1.28422 -1.89745 0.00634
C 1.50793 -0.61870 -0.69000
C -1.83398 1.93341 -0.39243
N -0.84730 0.87494 -0.30278
N 0.31350 1.09892 -0.65609
O 0.74784 2.14807 -1.17777
H 1.29125 -0.67885 1.85488
H -1.40752 -1.48239 0.61749
H -1.12189 -0.33672 2.03106
H 0.59877 -2.56439 -0.50847
H 2.19031 -2.40654 0.33715
H 2.39384 -0.04195 -0.46056
H 1.20515 -0.60488 -1.72720
H -1.45954 2.85795 0.06213
H -2.74606 1.61136 0.10610
H -2.03519 2.15215 -1.44714
```

Its HOMO energy (spin up / spin down) is -0.304 / -0.304 Ha. Its molar mass is 114.15 g mol⁻¹.

These are the Löwdin partial charges, in e, on atoms 1 to 4:
1. C -0.230
2. C -0.018
3. C -0.211
4. C 0.038

## two
Formula: C5H10N2O
Source: OMol25
Level of theory: ωB97M-V with the def2-TZVPD basis set

Structure (XYZ):
```
18
C5H10N2O ωB97M-V with the def2-TZVPD basis set
C 1.54441 0.31315 1.72099
C -1.24810 1.23228 -1.04426
N 0.67212 1.18438 1.22375
C 0.17827 -0.83453 -0.32936
C -1.03438 0.27423 0.13463
C -0.06199 -2.13577 -0.15524
O 0.99680 -0.36922 -1.33817
N -0.61373 0.84630 1.34826
H 1.20908 -1.08961 -1.94670
H 0.99141 1.58153 0.33206
H 1.23013 -0.23712 2.59442
H 2.58743 0.42960 1.46517
H -1.94909 -0.28861 0.32563
H 0.24528 -2.88241 -0.87791
H -0.83313 -2.46237 0.52437
H -2.01460 1.95252 -0.75683
H -0.35194 1.80133 -1.28617
H -1.54796 0.68433 -1.93465
```

Its HOMO energy (spin up / spin down) is -0.267 / -0.267 Ha. Its molar mass is 114.15 g mol⁻¹.

These are the Löwdin partial charges, in e, on atoms 1 to 4:
1. C 0.066
2. C -0.070
3. N -0.104
4. C -0.352

## three
Formula: C5H10N2O
Source: OMol25
Level of theory: ωB97M-V with the def2-TZVPD basis set

Structure (XYZ):
```
18
C5H10N2O ωB97M-V with the def2-TZVPD basis set
C 3.41026 0.05482 1.03255
O 2.82397 1.35200 1.28587
H 3.50534 2.00447 1.07590
H 4.34884 -0.02372 1.58721
H 3.48094 -0.11920 -0.03613
H 2.80954 -0.62096 1.55289
C -2.79238 -1.77652 -0.76061
C -0.74812 0.78419 0.61636
C -1.49377 0.38505 -1.41091
C -1.95149 -0.56553 -0.54656
N -0.73033 1.23899 -0.65008
N -1.47410 -0.30282 0.71454
H -0.23207 2.05142 -0.96716
H -0.22749 1.22516 1.43672
H -1.60384 0.58976 -2.46215
H -3.58753 -1.59557 -1.49291
H -3.27306 -2.03924 0.17403
H -2.26471 -2.64230 -1.14957
```

Its HOMO energy is -0.310 Ha. Its molar mass is 114.15 g mol⁻¹. As for the structure (SMILES): Cc1c[nH]cn1.CO.

These are the Löwdin partial charges, in e, on atoms 1 to 4:
1. C -0.133
2. O -0.146
3. H 0.069
4. H 0.079

Q: Which of them is the most stable? A: three.

## one
Formula: C2H8N2O2
Source: OMol25
Level of theory: ωB97M-V with the def2-TZVPD basis set

Structure (XYZ):
```
14
C2H8N2O2 ωB97M-V with the def2-TZVPD basis set
C -1.39702 0.85463 1.20709
O -0.41637 0.72266 2.13729
H 0.47244 0.40310 1.74169
H -1.56257 1.87663 0.85824
H -2.31586 0.33795 1.48241
H -0.70654 0.40441 0.06555
C 0.36874 -0.89089 -1.62729
N 0.49235 0.13971 -0.60989
N 1.55785 -0.14009 0.57485
O 1.77011 -1.30327 0.75999
H 0.69007 1.06834 -0.96584
H 0.55382 -1.85017 -1.13472
H 1.11524 -0.75284 -2.40942
H -0.62225 -0.87018 -2.07995
```

Its HOMO energy (spin up / spin down) is -0.294 / -0.294 Ha. Its molar mass is 92.10 g mol⁻¹.

These are the Löwdin partial charges, in e, on atoms 1 to 4:
1. C -0.239
2. O -0.145
3. H 0.044
4. H 0.052

## two
Formula: C2H8N2O2
Source: OMol25
Level of theory: ωB97M-V with the def2-TZVPD basis set

Structure (XYZ):
```
14
C2H8N2O2 ωB97M-V with the def2-TZVPD basis set
C -1.02470 -0.73504 0.79165
C -0.49901 0.11446 -0.34979
N 0.93474 0.35532 0.03614
N 1.79834 -0.51410 -0.67816
O 1.23315 1.72542 -0.31366
O -2.46014 -0.96571 0.49499
H 1.51483 2.07212 0.55274
H -2.91288 -0.10914 0.55450
H 2.75515 -0.43194 -0.33191
H 1.84358 -0.23188 -1.66045
H -0.55780 -1.72068 0.84602
H -0.97854 -0.21867 1.75492
H -1.05001 1.06055 -0.38449
H -0.59672 -0.40072 -1.31251
```

Its HOMO energy is -0.352 Ha. Its molar mass is 92.10 g mol⁻¹. As for the structure (SMILES): NN(O)CCO.

These are the Löwdin partial charges, in e, on atoms 1 to 4:
1. C -0.212
2. C -0.167
3. N -0.269
4. N 0.036

## three
Formula: C2H8N2O2
Source: OMol25
Level of theory: ωB97M-V with the def2-TZVPD basis set

Structure (XYZ):
```
14
C2H8N2O2 ωB97M-V with the def2-TZVPD basis set
N 1.10445 2.06575 1.36758
C 0.97297 0.60934 0.97700
C -0.39516 -0.02925 0.67891
N -1.27115 -0.42318 1.73739
O -0.62061 -0.31964 -0.46387
H 2.01255 2.32623 1.14095
H 0.61844 2.80062 0.84010
H 1.61722 0.43138 0.13009
H 1.55140 0.11769 1.84146
H -1.03298 -0.14998 2.64495
H -2.11032 -0.97128 1.58229
H -0.05982 -1.39584 -2.81842
H 0.76860 -2.28766 -3.51669
O -0.08752 -1.66158 -3.72551
```

Its HOMO energy is -0.357 Ha. Its molar mass is 92.10 g mol⁻¹. As for the structure (SMILES): NCC(N)=O.O.

These are the Löwdin partial charges, in e, on atoms 1 to 4:
1. N -0.017
2. C -0.170
3. C -0.485
4. N 0.152

Q: Which of them is the most stable? A: three.

## one
Formula: C5H16N
Source: OMol25
Level of theory: ωB97M-V with the def2-TZVPD basis set

Structure (XYZ):
```
22
C5H16N ωB97M-V with the def2-TZVPD basis set
C 1.79588 0.57561 -0.66131
C 1.06733 1.85601 -0.31468
N 3.04997 0.41628 0.17595
H 1.17155 -0.29664 -0.47059
H 2.10923 0.48839 -1.69907
H 0.02939 1.84388 -0.63578
H 1.43601 2.70475 -0.89743
H 2.93408 -0.26395 0.91959
H 3.86828 0.14122 -0.34388
H 3.23384 1.27886 0.68448
H 1.18020 1.97645 0.76121
C -2.29252 -1.42524 0.52580
C -1.71743 -0.18049 1.17741
C -1.98472 -1.42597 -1.01197
H -1.99391 -2.35769 1.01003
H -3.36474 -1.50690 0.70813
H -2.22615 0.72095 0.82853
H -2.93872 -1.21200 -1.48376
H -1.22272 -0.68941 -1.24621
H -1.64010 -2.41283 -1.31309
H -1.85064 -0.18707 2.26309
H -0.64410 -0.04420 1.02356
```

Its HOMO energy is -0.513 Ha. Its molar mass is 90.19 g mol⁻¹. The charge is +1.

These are the Löwdin partial charges, in e, on atoms 1 to 4:
1. C -0.185
2. C -0.066
3. N 0.202
4. H 0.109

## two
Formula: C5H16N
Source: OMol25
Level of theory: ωB97M-V with the def2-TZVPD basis set

Structure (XYZ):
```
22
C5H16N ωB97M-V with the def2-TZVPD basis set
C -1.47941 -0.96496 -0.86126
C -0.34363 -1.79231 -0.19047
C -2.64758 -1.86315 -1.30398
H -1.90817 -0.21127 -0.21960
H -1.06236 -0.51862 -1.76341
H -0.30447 -1.76397 0.89789
H -3.25970 -2.11626 -0.43523
H -3.31229 -1.32937 -1.96577
H -2.35773 -2.78739 -1.79469
H -0.38233 -2.83044 -0.52415
H 0.57356 -1.44140 -0.65675
C 1.43278 0.97593 0.95139
C 2.12330 1.56075 -0.29265
N 0.85132 2.10041 1.78102
H 0.68762 0.21579 0.75612
H 2.25150 0.54995 1.50784
H 3.16835 1.72645 -0.07097
H 1.68689 2.48760 -0.67270
H 0.45663 2.84916 1.20915
H 0.13399 1.78872 2.43799
H 1.60918 2.50374 2.33515
H 2.08254 0.86064 -1.12493
```

Its HOMO energy is -0.527 Ha. Its molar mass is 90.19 g mol⁻¹. The charge is +1.

These are the Löwdin partial charges, in e, on atoms 1 to 4:
1. C -0.301
2. C -0.123
3. C -0.119
4. H 0.083

Q: Which of them is the most stable? A: two.

## one
Formula: C4H6FNO
Source: OMol25
Level of theory: ωB97M-V with the def2-TZVPD basis set

Structure (XYZ):
```
13
C4H6FNO ωB97M-V with the def2-TZVPD basis set
C 1.77853 -0.42649 -0.16408
C 0.54803 0.52213 -0.22341
C -0.72301 -0.33469 -0.44235
C -1.65412 -0.06079 0.76232
H 1.94116 -1.02375 -1.10462
H 1.87001 -1.32069 0.62356
H -0.54206 -1.18206 -1.10169
H -1.13180 0.52622 1.58855
H -2.17708 -0.94103 1.02580
H -1.35048 1.54904 -0.53939
N -1.86838 0.57046 -0.56125
O 0.44200 1.67985 -0.01121
F 2.86719 0.44178 0.14778
```

Its HOMO energy is -0.368 Ha. Its molar mass is 103.10 g mol⁻¹. As for the structure (SMILES): O=C(CF)[C@H]1CN1.

These are the Löwdin partial charges, in e, on atoms 1 to 4:
1. C -0.089
2. C -0.371
3. C -0.257
4. C -0.094

## two
Formula: C4H6FNO
Source: OMol25
Level of theory: ωB97M-V with the def2-TZVPD basis set

Structure (XYZ):
```
13
C4H6FNO ωB97M-V with the def2-TZVPD basis set
C 1.23832 1.31383 -0.96730
C 0.00696 0.71787 -0.24328
C -0.18820 -0.83868 -0.37153
C -0.57222 -1.28031 1.13427
H 1.07660 1.16358 -1.99956
H 1.96821 0.60919 -0.44598
H 0.30763 -1.35916 -1.10124
H -0.70977 -0.48605 1.95242
H -0.24364 -2.35100 1.40772
H -2.00412 -0.23037 0.34748
N -1.61956 -1.21807 0.12163
O -0.68266 1.37320 0.46252
F 1.42245 2.58596 -0.29716
```

Its HOMO energy is -0.367 Ha. Its molar mass is 103.10 g mol⁻¹. As for the structure (SMILES): O=C(CF)[C@H]1CN1.

These are the Löwdin partial charges, in e, on atoms 1 to 4:
1. C -0.056
2. C -0.389
3. C -0.128
4. C -0.146

## three
Formula: C4H6FNO
Source: OMol25
Level of theory: ωB97M-V with the def2-TZVPD basis set

Structure (XYZ):
```
13
C4H6FNO ωB97M-V with the def2-TZVPD basis set
C -3.13820 0.48404 0.26805
C 1.26223 0.69325 0.93985
C -0.88505 -0.49433 0.60909
C -2.21543 -0.43958 -0.29511
N -3.94802 1.10922 0.77266
O 0.24896 0.16400 0.00091
F -2.83260 -1.63382 -0.33236
H 1.31964 0.11686 1.82531
H 0.97617 1.75390 1.11963
H 2.26176 0.69256 0.50010
H -0.69341 -1.49410 0.67982
H -1.17487 0.00017 1.55757
H -2.05075 -0.24306 -1.44728
```

Its HOMO energy is -0.387 Ha. Its molar mass is 103.10 g mol⁻¹. As for the structure (SMILES): COC[C@@H](F)C#N.

These are the Löwdin partial charges, in e, on atoms 1 to 4:
1. C -0.183
2. C -0.058
3. C -0.116
4. C -0.317

Q: Which of them is the most stable? A: three.

## one
Formula: C4H6FNO
Source: OMol25
Level of theory: ωB97M-V with the def2-TZVPD basis set

Structure (XYZ):
```
13
C4H6FNO ωB97M-V with the def2-TZVPD basis set
C -1.79840 -2.24529 1.16794
C 0.77837 1.16901 -0.09134
C -0.90761 -1.77503 0.32329
C 1.37271 2.18750 -0.99527
N 0.25650 0.09276 -0.47208
O -0.21042 -0.67027 0.62006
F -0.56662 -2.33888 -0.84036
H -2.17206 -3.25522 0.99322
H -1.80926 -1.73151 2.06485
H 0.36846 1.37500 0.89316
H 2.48943 2.28762 -0.79543
H 1.29448 1.71798 -2.05488
H 0.90442 3.18633 -0.81316
```

Its HOMO energy is -0.334 Ha. Its molar mass is 103.10 g mol⁻¹. As for the structure (SMILES): C=C(F)O/N=C/C.

These are the Löwdin partial charges, in e, on atoms 1 to 4:
1. C 0.085
2. C -0.218
3. C -0.455
4. C -0.077

## two
Formula: C4H6FNO
Source: OMol25
Level of theory: ωB97M-V with the def2-TZVPD basis set

Structure (XYZ):
```
13
C4H6FNO ωB97M-V with the def2-TZVPD basis set
C -1.93027 0.84566 -0.09334
C 1.35165 -0.46986 0.03620
C 0.58783 0.81684 -0.31891
C 0.23148 -1.40409 0.45599
N -0.77734 0.28246 -0.38643
O -2.96258 0.32570 0.24827
F 0.06153 -2.50967 -0.23005
H -1.87671 1.95220 -0.29091
H 1.82367 -0.89176 -0.84699
H 2.10303 -0.35781 0.82048
H 0.68284 1.60268 0.43940
H 0.89723 1.24137 -1.28047
H -0.19237 -1.43373 1.44677
```

Its HOMO energy (spin up / spin down) is -0.335 / -0.335 Ha. Its molar mass is 103.10 g mol⁻¹.

These are the Löwdin partial charges, in e, on atoms 1 to 4:
1. C -0.471
2. C -0.127
3. C -0.211
4. C -0.040

Q: Which of them is the most stable? A: two.